C4H6CoLiO2 | ωB97M-V/def2-TZVPD

Last column: Mulliken spin population.
Cartesian coordinates (Å):
O 1.52928 0.60808 0.98570  0.12
Co 0.65965 -1.03057 1.10429  2.79
C 1.32371 1.54700 -0.01099  0.00
C -0.10528 1.55824 -0.57429  0.02
H 1.53056 2.57300 0.36344  0.00
H -0.71971 1.99110 0.23467  0.00
H -0.18698 2.32119 -1.36650  0.00
H 2.02531 1.40408 -0.86365  0.00
C -0.22225 -0.08394 -1.60409  0.06
C -1.22147 0.07024 -0.62908  -0.01
O -2.40260 0.03330 -0.17968  -0.01
Li -1.85791 -1.93192 0.71813  0.04
H 0.84150 -0.32852 -1.68984  -0.01
H -0.60860 -0.68170 -2.44176  0.00

Cartesian forces (eV/Å) of the 3 atoms listed first:
0.091 0.022 -0.038
-0.309 -0.049 0.112
-0.136 -0.173 -0.388

Results
2S+1: 4
HOMO (alpha / beta): -1.58 / -1.64 eV
HOMO-LUMO gap (alpha / beta): 4.14 / 4.09 eV
Charge: -1
Max |F|: 6.568 eV/Å

C56H62Br2F2N3O8 | ωB97M-V/def2-TZVPD

Last column: Mulliken charge in e.
Cartesian coordinates (Å):
C 4.35129 0.83561 1.85225  -0.64
C 3.42948 0.84508 1.09152  -2.36
C 2.26755 0.96967 0.23093  0.11
N 2.40830 1.01834 -1.29813  1.72
N 1.03460 0.74963 -1.66260  0.05
C 0.45167 0.23305 -2.88977  -0.54
C -0.98646 -0.14266 -2.54536  -0.55
C -1.78153 -0.49946 -3.80121  -0.69
C -3.12379 -1.16635 -3.50698  -1.21
C 3.22812 -0.20228 -1.86978  -1.04
O 3.02026 -1.22518 -0.98571  -0.48
C 2.00628 -2.21260 -1.26541  0.40
C 2.26703 -3.42530 -0.38421  -1.40
C 4.75482 -0.03082 -2.20892  1.58
C 5.58603 -0.26435 -0.93345  -0.89
C 7.06814 -0.68858 -0.97527  -1.28
N 7.23238 -2.12851 -0.83879  -0.39
C 5.01189 -1.07715 -3.35254  -0.30
Br 4.72557 -2.93120 -2.80627  -0.04
C 6.35004 -0.91517 -4.12149  0.17
C 7.30640 -2.10075 -4.20585  -1.80
C 5.02535 1.37799 -2.89660  -1.54
C 6.27208 2.16781 -2.42281  -1.53
C 7.13886 2.70969 -3.57909  -0.58
C 7.75458 4.07430 -3.25306  -1.41
C 3.79126 2.31576 -3.04653  1.53
F 4.29166 3.59590 -3.24367  -0.44
C 3.10417 1.99889 -4.39922  -0.86
C 2.20364 3.04007 -5.06424  -0.36
O 1.02738 2.98600 -5.14739  -0.43
Br 3.16249 4.46493 -5.92089  -0.12
C 2.90021 2.45633 -1.75385  2.74
C 1.67806 3.34785 -1.98209  -2.27
C 1.90055 4.83405 -2.24841  -0.55
O 0.96447 5.50857 -2.55160  -0.49
C 3.81785 3.07393 -0.66962  -1.43
C 3.18817 3.70507 0.55701  -0.27
O 2.22945 4.38697 0.61266  -0.44
F 3.91731 3.43101 1.65684  -0.27
H 5.16781 0.82819 2.53562  0.51
H 1.60618 0.12564 0.40956  1.45
H 1.71245 1.88004 0.47761  1.18
H 0.38322 1.07420 -0.96909  -0.01
H 0.95250 -0.66177 -3.27331  0.26
H 0.42214 0.95277 -3.70788  0.21
H -0.98306 -0.99532 -1.85794  0.10
H -1.45228 0.71348 -2.04005  0.51
H -1.17443 -1.20288 -4.38789  0.37
H -1.90040 0.39100 -4.42523  0.39
H -3.76955 -1.10117 -4.38538  0.43
H -2.98686 -2.22828 -3.29057  0.33
H -3.64982 -0.70734 -2.66737  0.21
H 2.74539 -0.40380 -2.82007  0.49
H 1.02576 -1.77942 -1.04579  -0.45
H 2.04716 -2.47275 -2.32460  0.41
H 2.21507 -4.34715 -0.96538  0.36
H 1.55244 -3.48970 0.43675  0.44
H 3.27090 -3.36248 0.03994  0.27
H 5.05642 -0.98018 -0.30243  0.86
H 5.56119 0.66905 -0.36950  -0.32
H 7.55474 -0.13345 -0.15653  0.41
H 7.59100 -0.37676 -1.87964  0.35
H 6.63062 -2.50277 -0.11688  0.23
H 8.19146 -2.36512 -0.62039  0.27
H 4.20576 -0.94538 -4.07874  0.66
H 6.09862 -0.62038 -5.14689  0.40
H 6.90491 -0.07010 -3.71424  -0.38
H 8.21471 -1.76333 -4.71380  0.46
H 6.89339 -2.91686 -4.80022  0.44
H 7.58574 -2.47410 -3.22028  0.31
H 5.24930 1.16778 -3.94078  1.36
H 6.00513 3.02692 -1.81024  0.41
H 6.89498 1.54576 -1.79175  0.59
H 6.52104 2.81025 -4.47593  0.26
H 7.94779 2.00493 -3.78855  0.48
H 8.67604 4.24591 -3.80997  0.44
H 7.05823 4.88354 -3.48841  0.29
H 7.99287 4.15364 -2.18753  0.36
H 2.58506 1.04452 -4.41684  0.09
H 3.93868 1.90034 -5.09744  1.08
H 1.03505 3.32877 -1.09994  0.82
H 1.07126 2.99080 -2.80640  0.36
H 2.90795 5.26877 -2.16393  0.41
H 4.34787 3.90074 -1.14954  1.65
H 4.59179 2.38748 -0.33353  -0.35
C -2.00798 1.13958 1.23144  -0.70
C -1.59513 1.08084 2.55953  -0.79
C -1.95276 0.00019 3.34848  -0.60
C -2.73167 -1.02037 2.81486  0.62
C -3.16049 -0.95177 1.49055  0.22
C -2.78922 0.12679 0.69917  -0.69
C -4.03522 -2.00994 0.89752  0.38
O -4.38192 -1.93575 -0.26196  -0.67
C -4.45571 -3.12830 1.77982  0.29
C -5.32240 -4.09126 1.27977  -0.64
C -5.72800 -5.13983 2.08768  -0.58
C -5.26370 -5.23649 3.39389  -0.62
C -4.39814 -4.28070 3.89844  -0.55
C -3.99532 -3.21998 3.09700  0.03
C -3.09953 -2.18323 3.67789  0.83
O -2.69342 -2.25884 4.81840  -0.69
H -1.73644 1.99195 0.61805  0.63
H -1.00402 1.88368 2.98142  0.51
H -1.64130 -0.06493 4.38209  0.53
H -3.12940 0.16558 -0.32673  0.56
H -5.67740 -4.00075 0.26257  0.50
H -6.41202 -5.88336 1.70122  0.44
H -5.58351 -6.05717 4.02184  0.43
H -4.03480 -4.33819 4.91543  0.48
C -5.51116 0.44775 7.29908  -0.69
C -5.06532 -0.52696 6.41179  -0.39
C -5.95252 -1.10890 5.52337  -0.25
C -7.28551 -0.72251 5.51302  -0.13
C -7.73484 0.24624 6.41024  0.48
C -6.84190 0.83233 7.30001  -0.69
C -9.16835 0.65927 6.44206  0.55
O -9.55936 1.50899 7.21163  -0.66
C -10.10108 -0.01647 5.49278  0.17
C -11.44936 0.31631 5.52922  -0.56
C -12.33422 -0.28837 4.65264  -0.49
C -11.87632 -1.22403 3.73159  -0.51
C -10.53413 -1.56102 3.69151  -0.52
C -9.64241 -0.96333 4.57389  0.02
C -8.20597 -1.35678 4.52536  0.62
O -7.79572 -2.16197 3.71464  -0.61
H -4.81840 0.90583 7.99281  0.40
H -4.02856 -0.83801 6.41158  0.50
H -5.62682 -1.86934 4.82696  0.49
H -7.20672 1.58522 7.98512  0.50
H -11.78788 1.04855 6.24915  0.48
H -13.38454 -0.03078 4.68517  0.40
H -12.57004 -1.69166 3.04547  0.41
H -10.16120 -2.28822 2.98352  0.48

Cartesian forces (eV/Å) of the 3 atoms listed first:
-0.283 -0.443 0.085
0.185 -0.197 -0.245
-0.229 -0.252 0.353

Results
HOMO: -10.89 eV
HOMO-LUMO gap: 8.07 eV
Charge: +1
Max |F|: 0.846 eV/Å

C5H7NO | ωB97M-V/def2-TZVPD

Last column: Mulliken charge in e.
Cartesian coordinates (Å):
N 2.23476 -0.25253 0.73115  -0.76
C 1.42517 -0.33271 -0.22308  0.59
O 0.94059 -1.42209 -0.87485  -0.44
C -0.36522 -0.64629 -1.05463  -0.07
C -1.18390 -0.56698 0.27059  -0.61
C -0.57386 0.83616 0.60180  -0.68
C 0.26551 0.67985 -0.68201  -0.18
H 1.86808 0.55592 1.25309  0.27
H -0.78575 -0.93595 -2.01252  0.42
H -0.85009 -1.33101 0.96986  0.26
H -2.27250 -0.61658 0.16898  0.31
H 0.10057 0.83718 1.49053  0.19
H -1.25172 1.68491 0.74504  0.32
H 0.44836 1.51013 -1.38395  0.38

Cartesian forces (eV/Å) of the 3 atoms listed first:
-0.531 -0.464 0.099
-0.946 1.634 0.038
-0.826 0.912 -0.286

Results
HOMO: -9.53 eV
HOMO-LUMO gap: 10.46 eV
Charge: 0
Energy relative to the best compared isomer or geometry (same formula, charge and spin): 277.9 kJ/mol
Max |F|: 1.888 eV/Å

F2HOPS | ωB97M-V/def2-TZVPD

Last column: Mulliken charge in e.
Cartesian coordinates (Å):
O 1.76393 0.81875 -0.08327  -0.63
F -0.49250 -1.20253 1.41910  -0.19
F -0.66173 -1.30664 -0.92901  -0.20
P -0.72817 -0.12919 0.21613  0.88
S -2.02336 1.27669 0.38233  -0.16
H 2.14184 0.54292 -1.00529  0.30

Cartesian forces (eV/Å) of the 3 atoms listed first:
-1.755 -1.583 -1.633
-0.379 2.166 -1.632
-0.450 2.456 1.548

Results
HOMO (alpha / beta): -10.35 / -10.38 eV
HOMO-LUMO gap (alpha / beta): 7.46 / 7.48 eV
Charge: 0
Energy relative to the best compared isomer or geometry (same formula, charge and spin): 492.7 kJ/mol
Max |F|: 3.340 eV/Å